Computed, not measured: C4H6O2 in the gas phase, with wB97M-V/def2-TZVPD.

Structure (XYZ):
```
12
Properties=species:S:1:pos:R:3:forces:R:3
O -1.92110 -0.68567 -0.39346 0.4161 0.0202 -0.9993
C -0.78593 -0.15435 0.06475 0.0802 0.0414 0.2397
C 0.44065 -1.00777 0.34602 -0.1059 0.0245 -0.1480
C 1.46912 -0.03173 -0.30354 0.1291 -0.4635 -0.3520
O 1.61486 0.00293 -1.50742 0.4192 -0.2627 0.6675
C -0.47492 1.16159 0.14421 -1.2075 0.1650 0.6280
H -2.48660 0.08139 -0.58930 -0.0875 -0.3663 -0.0107
H -0.18536 1.24752 1.18035 1.4611 1.0569 -0.1030
H 0.61603 -1.27123 1.39898 -0.0503 0.1810 -0.2954
H 0.43598 -1.90925 -0.27037 -0.2061 -0.0244 0.1556
H 2.03486 0.63145 0.38696 -0.0731 -0.2765 -0.2221
H -0.79730 1.99301 -0.47108 -0.7753 -0.0956 0.4397
```
Positions in Å, forces in eV/Å.

Values from the calculation:
Total charge ... 0
Energy ... -306.387561 hartree
Frontier orbital gap ... 9.03 eV
SMILES string ... C=C(O)CC=O
Spin multiplicity ... 1
E_HOMO ... -8.4 eV
E_LUMO ... 0.63 eV

***

Computed, not measured: a 2-piece molecular cluster, CH2NO4S overall, with wB97M-V/def2-TZVPD.

Structure (XYZ):
```
9
Properties=species:S:1:pos:R:3:forces:R:3
C -0.54018 -0.08642 -0.11948 0.7185 -5.9689 1.9112
N -0.83018 1.17085 0.14316 -1.2734 3.3914 2.7718
O -0.68011 1.57207 1.37940 -0.3615 -0.7212 -2.9739
O 2.12406 -0.04289 -0.97271 1.1776 1.6664 -2.3919
O -1.21956 1.94045 -0.76470 0.6775 -0.4612 0.5070
O 1.29535 -2.04107 0.01598 -0.0108 -0.1195 0.2531
S 1.49470 -0.59562 0.17118 -1.0531 -1.5303 2.3929
H -1.11044 -1.28579 1.22889 1.1528 2.7789 -2.9559
H -0.53363 -0.63158 -1.08171 -1.0276 0.9644 0.4858
```
Positions in Å, forces in eV/Å.

Values from the calculation:
Total charge ... -1
Energy ... -793.022489 hartree
Frontier orbital gap ... 6.95 eV
Spin multiplicity ... 1
E_HOMO ... -4.4 eV
E_LUMO ... 2.56 eV

***

Computed, not measured: C3H6O2 in the gas phase, with wB97M-V/def2-TZVPD.

Structure (XYZ):
```
11
Properties=species:S:1:pos:R:3:forces:R:3
C -0.70217 0.06424 -0.43826 1.6126 1.2355 -2.1377
C 0.11232 0.92425 0.48672 -0.5722 1.6436 -0.7625
C 0.82048 0.02160 -0.43943 0.7074 0.4152 -0.6192
H -1.69168 -0.82637 0.94414 1.0331 -1.1965 -3.1050
H -1.11777 0.53125 -1.36570 -0.0346 -0.4413 1.0717
H 0.14578 1.99559 0.19490 -0.1253 -0.7612 0.7651
H 0.10946 0.64444 1.51901 0.0775 0.1041 0.5189
H 1.35617 0.51167 -1.27032 -0.2582 -0.5664 0.4311
H 0.77739 -1.71119 0.25938 -0.0877 -0.5480 0.1119
O -1.29284 -1.07898 -0.00057 -2.0994 -0.0075 4.0450
O 1.48286 -1.07652 0.11012 -0.2532 0.1226 -0.3193
```
Positions in Å, forces in eV/Å.

Values from the calculation:
Total charge ... 0
Energy ... -268.321254 hartree
Frontier orbital gap ... 10.09 eV
SMILES string ... O[C@@H]1C[C@@H]1O
Spin multiplicity ... 1
E_HOMO ... -9.3 eV
E_LUMO ... 0.76 eV

***

Computed, not measured: C5H4N2 in the gas phase, with wB97M-V/def2-TZVPD.

Structure (XYZ):
```
11
Properties=species:S:1:pos:R:3:forces:R:3
C -1.97962 0.44674 0.14492 -2.7351 1.0210 -1.0908
C -1.44951 -0.08451 -0.81230 0.2269 -1.3418 0.8659
C -0.17095 -0.75461 -0.61931 0.4851 -0.4603 0.2005
C 0.15439 -0.50596 0.75737 0.8892 -0.6843 -0.4313
N 1.16091 0.32967 0.73083 1.2186 -1.3093 0.0659
N 1.77550 0.41697 -0.53965 -0.4922 0.5663 0.3061
C 0.90600 -0.20253 -1.33055 0.2837 0.4070 0.3185
H -2.71760 0.84981 0.75884 -0.6190 0.5681 0.8310
H -0.13698 -0.96433 1.72644 -0.6435 0.7765 -1.0117
H 1.53625 0.66128 1.61253 0.8579 0.1961 -0.7351
H 0.92160 -0.19253 -2.42912 0.5283 0.2607 0.6810
```
Positions in Å, forces in eV/Å.

Values from the calculation:
Total charge ... 0
Energy ... -302.222074 hartree
Frontier orbital gap ... 8.57 eV
SMILES string ... C#Cc1cn[nH]c1
Spin multiplicity ... 1
E_HOMO ... -8.0 eV
E_LUMO ... 0.61 eV

***

Computed, not measured: C3H5NS as an isolated structure, with wB97M-V/def2-TZVPD.

Structure (XYZ):
```
10
Properties=species:S:1:pos:R:3:forces:R:3
C 0.67808 1.21016 0.19792 1.8603 -0.5221 -0.9244
C -0.12028 -1.45255 0.04001 0.7664 2.1598 2.1972
C -1.23840 -0.67076 -0.40662 -6.9878 8.1522 -2.2071
H 0.67158 2.48957 -1.16775 0.3339 -2.6899 3.1279
H -0.73944 0.76507 0.12146 3.3158 2.5423 0.6826
H 1.64136 1.27500 1.15196 -3.4362 0.7057 -2.9822
H -0.21899 -1.07270 1.15493 0.6173 -1.0047 -1.5859
H -0.15631 -2.53795 0.08702 0.1450 0.1661 -0.6806
N -1.97138 0.42813 -0.56540 5.9788 -10.0242 1.2306
S 1.45378 -0.43397 -0.61354 -2.5936 0.5148 1.1418
```
Positions in Å, forces in eV/Å.

Values from the calculation:
Total charge ... 0
Energy ... -569.907829 hartree
Frontier orbital gap ... 8.52 eV
Spin multiplicity ... 1
E_HOMO ... -9.0 eV
E_LUMO ... -0.49 eV

***

Computed, not measured: C6H19BeN2Si as an isolated structure, with wB97M-V/def2-TZVPD.

Structure (XYZ):
```
29
Properties=species:S:1:pos:R:3:forces:R:3
C -1.10204 -3.12395 -0.94668 0.2291 -0.2363 -0.0101
Be -2.07250 -0.73289 0.69493 0.2187 0.5913 -0.1492
N -2.33947 -0.08625 2.23041 0.7878 0.0642 1.1018
N -3.50491 -1.24201 -0.00042 -0.2958 -0.4734 -0.7487
H -2.13102 0.91339 2.25157 -0.1378 0.0942 -0.1323
H -1.05357 -2.66771 0.06940 0.0474 -0.5619 -0.6681
H -0.29253 -3.84906 -1.09177 -0.0900 0.1257 0.2398
H -0.96409 -2.32867 -1.68208 -0.1467 -0.0565 0.0957
H -2.04804 -3.65056 -1.10891 0.0813 0.1026 0.0525
H -4.12083 -0.48838 -0.32311 0.2364 -0.2425 0.2878
H -4.02232 -1.81107 0.68009 -0.2981 0.0531 0.0108
H -3.31903 -1.84476 -0.81571 -0.1434 0.2200 0.1915
H -3.27380 -0.21503 2.60573 -0.3223 -0.0873 0.1488
H -1.67221 -0.51081 2.89269 -0.4879 0.1104 -0.3498
C 3.35885 0.39868 -1.28858 0.3068 -0.0836 -0.1602
Si 1.97215 1.30469 -0.41543 -1.3826 -0.8783 0.3814
C 2.42142 1.60355 1.38634 0.1648 0.1533 0.0193
C 1.56507 2.90122 -1.28917 0.1536 0.3746 -0.1010
C 0.40506 0.33264 -0.32128 0.7013 0.1786 -0.0925
C -0.66073 -0.20181 -0.00286 0.3742 0.3955 -0.0972
H 4.30230 0.96053 -1.19667 -0.1956 -0.1455 -0.0622
H 3.14030 0.27362 -2.35938 0.0401 0.0265 0.2631
H 3.51468 -0.60117 -0.85702 -0.0755 0.2788 -0.0826
H 3.33679 2.19363 1.49930 -0.0219 -0.0111 0.0594
H 1.60206 2.13245 1.88749 0.1171 -0.0614 -0.1019
H 2.55523 0.64711 1.90531 -0.0120 0.1118 -0.1196
H 1.39007 2.73151 -2.35839 0.0372 0.0073 0.1599
H 0.64457 3.32276 -0.86715 0.1725 -0.0877 -0.0430
H 2.36855 3.63833 -1.17863 -0.0588 0.0374 -0.0936
```
Positions in Å, forces in eV/Å.

Values from the calculation:
Total charge ... -1
Energy ... -653.720843 hartree
Frontier orbital gap (spin up / spin down) ... 2.41 / 3.17 eV
Spin multiplicity ... 1
E_HOMO (spin up / spin down) ... 0.3 / -0.3 eV
E_LUMO (spin up / spin down) ... 2.71 / 2.90 eV